(1)
Here is C30H39CoF6N4O2P2SSb as an isolated structure in a non-equilibrium geometry from OMol25. Energies are from ωB97M-V/def2-TZVPD.

Structure (ORCA input):
```
! wB97M-V def2-TZVPD RIJCOSX def2/J DEFGRID3
* xyz 1 3
Sb -0.48682 2.68472 2.12131
Co -0.08587 -0.34480 -0.61909
S 2.20875 1.33145 -2.56558
P -1.74988 -1.18912 0.57736
P 1.46419 -1.24886 0.96872
F 0.42436 1.49260 3.31848
F -0.16564 1.27444 0.52578
F -1.98791 1.56480 2.58637
F 1.13002 3.49130 1.64282
F -1.51559 3.58005 0.80087
F -0.92864 3.84012 3.51703
O 2.58381 2.06455 -1.40134
O 3.20286 0.51934 -3.21055
N -1.84850 -1.15289 3.30738
N 0.98426 0.28518 -2.07735
N 0.84039 -1.35164 3.64793
N -0.06358 -1.60838 -1.98605
C -0.20747 5.24141 -6.43917
C -1.36912 -1.23584 4.55247
C -2.21183 -1.24789 5.67636
C -4.29618 -0.41053 1.55174
C -0.15687 -3.25687 -3.67613
C 4.03785 -0.87745 0.18141
C 0.32443 3.14356 -3.33921
C 0.64898 -2.46782 -4.50268
C 0.56814 -1.45250 6.03404
C 3.16017 -0.50508 1.37666
C -1.67290 -1.34832 6.93151
C -2.14745 -2.98260 0.69864
C 1.79722 -3.06069 0.92555
C 0.32761 4.20636 -5.50728
C -0.48070 -2.79508 -2.41920
C -1.06151 -1.10365 2.28617
C 1.41086 2.38973 -3.73635
C 1.94513 2.49487 -5.00385
C 3.71153 -1.05770 2.68318
C 3.02472 1.00480 1.46804
C 1.10354 -1.24659 -4.05877
C -3.43529 -0.38557 0.29700
C -3.20393 1.03534 -0.22149
C 0.72255 -0.83237 -2.77421
C -0.22039 4.04653 -4.23512
C 0.05309 -1.34241 4.72996
C -0.28114 -1.44919 7.10938
C 0.35801 -1.21002 2.45511
C -4.09333 -1.19610 -0.82644
C 1.39957 3.40377 -5.89004
H 4.30861 -1.93068 0.17514
H 0.90565 -3.59726 0.60939
H -1.23893 -3.54005 0.91638
H -1.24567 5.46873 -6.21501
H 2.58667 -3.26092 0.20392
H -4.39350 -2.18764 -0.49790
H 1.82151 3.49628 -6.87841
H 0.37406 6.15601 -6.32241
H -0.06793 3.02557 -2.34068
H 0.11449 -1.52451 8.11146
H -2.58213 -3.35136 -0.22600
H -2.92558 1.71238 0.57928
H -2.85450 -3.13707 1.51440
H 3.53972 -0.62787 -0.75466
H -3.42769 -1.27734 -1.68753
H 1.63633 -1.51507 6.16250
H -1.07001 4.64375 -3.93893
H 2.67820 1.42992 0.52845
H -3.27458 -1.16835 5.51338
H 2.35003 1.28340 2.26942
H -5.25781 0.05363 1.33528
H 4.95957 -0.30351 0.21286
H -0.11946 4.91891 -7.47324
H 1.76107 -0.62631 -4.64076
H 4.67895 -0.59221 2.86239
H 3.05656 -0.80592 3.51396
H 2.10081 -3.40658 1.91294
H 3.86399 -2.13353 2.65554
H -3.82026 0.13852 2.35935
H -2.41904 1.05062 -0.98961
H 0.91879 -2.81792 -5.48784
H 2.78694 1.87492 -5.26410
H -0.51811 -4.21694 -4.00725
H -4.11887 1.42294 -0.66778
H -2.31917 -1.34438 7.79625
H 3.99371 1.44734 1.68736
H -4.47313 -1.43591 1.87276
H -1.07697 -3.38374 -1.73947
H -4.99381 -0.67282 -1.14222
*
```

## Properties
HOMO level (spin up / spin down): -11.7 / -11.7 eV

(2)
Here is C30H39DyNO5P as an isolated structure in a non-equilibrium geometry from OMol25. Energies are from ωB97M-V/def2-TZVPD.

Structure (ORCA input):
```
! wB97M-V def2-TZVPD RIJCOSX def2/J DEFGRID3
* xyz 0 6
Dy -0.25449 1.07278 -1.48153
P 1.43685 -0.19832 0.79767
O 2.48001 1.34338 -4.19492
O -1.85286 0.76549 -2.97772
O -1.31363 -1.59821 -2.15804
O 1.75925 1.09555 -2.09506
O -0.34943 2.30311 -3.33188
N 0.15229 -0.68687 -4.64061
C 1.78774 1.26362 1.97654
C 1.20252 -0.63411 -3.63023
C -0.37205 -2.82481 3.50613
C 0.43353 1.74524 2.50878
C -2.80440 1.76601 0.83091
C -1.05603 -3.64917 2.63003
C 2.35866 2.38724 1.09731
C -1.01388 -3.37979 1.27180
C -0.97553 1.29247 -3.71511
C -3.36160 -0.01613 2.39312
C 2.73891 1.04658 3.15347
C -4.25364 3.72188 0.68530
C -0.53257 0.54973 -4.98207
C -2.27945 3.52716 -0.68743
C 4.19760 -0.33387 0.18436
C -0.63125 -1.89203 -4.52760
C 0.36603 -1.75047 3.03853
C -1.90775 2.28780 -0.16811
C 3.04116 -1.23534 0.61317
C 1.86509 0.76236 -3.32754
C 3.41195 -2.04963 1.85370
C -0.28449 -2.30123 0.80903
C -4.44716 0.73190 2.87626
C -3.44317 4.21672 -0.29590
C 2.76039 -2.20023 -0.54029
C -4.73006 1.95289 2.33103
C -3.93840 2.49059 1.29413
C -1.76993 -1.92597 -3.48404
C 0.43777 -1.47962 1.67683
C -2.57129 0.49238 1.40028
H 4.34262 -2.58412 1.66119
H 3.73520 0.77263 2.82626
H 4.54312 0.29931 0.99530
H -0.40086 -3.03073 4.56565
H -2.10679 -1.58929 -1.60349
H -1.39588 0.31178 -5.60451
H 1.91093 -2.84362 -0.32175
H -1.65400 4.00716 -1.44264
H 2.82725 1.98634 3.69697
H 3.62728 -2.83533 -0.71688
H 2.33173 3.32703 1.64984
H 3.89943 0.29280 -0.65498
H 0.85255 -1.01764 -2.64413
H -3.69129 5.14857 -0.78779
H -1.08891 -2.09959 -5.50182
H -0.26352 -2.09325 -0.25644
H -2.18483 -2.94407 -3.46248
H 0.59656 2.55722 3.21669
H 2.37455 0.29926 3.85096
H -1.61036 -4.50104 2.99740
H 5.03968 -0.95077 -0.13005
H 2.64380 -2.78565 2.08087
H -5.14521 4.25039 0.99680
H 3.56566 -1.42635 2.72786
H 0.06760 -2.70252 -4.29869
H -5.05668 0.33305 3.67295
H -3.15226 -0.99322 2.80735
H 1.77253 2.51685 0.17531
H -1.72884 -0.08636 1.01561
H 2.56358 -1.63507 -1.44766
H 2.01140 -1.28295 -3.99786
H -1.53636 -4.01362 0.56888
H -0.11788 0.95783 3.02030
H -2.55033 -1.21502 -3.77225
H -5.56725 2.53658 2.69095
H 0.16232 1.18825 -5.53372
H 0.88721 -1.13824 3.75478
H 3.39228 2.19319 0.82502
H -0.18273 2.13113 1.68992
*
```

## Properties
HOMO level: -7.7 eV